(1)
This record from the Open Molecules 2025 dataset describes the ion C6H10N4 with charge +2 at a distorted geometry. The level of theory is ωB97M-V/def2-TZVPD.

Geometry (Å):
C1 -1.770 -0.695 -0.461
H1 0.200 -3.277 -1.528
N1 0.754 -0.533 -0.887
N2 -1.026 1.258 0.899
H2 0.066 -2.948 0.166
H3 -0.693 3.002 2.776
H4 2.491 0.616 -0.512
N3 1.170 1.521 0.524
H5 -2.598 -1.344 -0.559
H6 2.080 1.865 0.765
C2 1.376 0.518 -0.367
H7 0.698 3.702 2.047
H8 -1.246 -3.092 -0.897
C3 -0.286 -2.681 -0.820
C4 0.031 1.971 1.202
H9 -0.859 -0.872 -2.234
H10 1.535 -1.007 -1.296
C5 -0.570 -1.226 -1.190
C6 -1.449 0.306 0.252
N4 0.092 2.915 2.122

- E (Eh) = -452.90793
- net charge = +2
- orbital gap (eV) = 9.007
- LUMO (eV) = -8.96
- structure (SMILES) = C[C@H]1C=C=NC(=[NH2+])/[NH+]=C\N1


(2)
This record from the Open Molecules 2025 dataset describes a cluster of 2 separate species, C6H10N4O in total at a distorted geometry. The level of theory is ωB97M-V/def2-TZVPD.

Geometry (Å):
H1 -1.911 -2.302 0.884
H2 1.498 0.345 1.629
C1 -2.423 0.754 0.957
C2 0.790 -2.116 -0.592
H3 1.774 0.887 -0.671
H4 -2.283 0.900 1.981
H5 0.492 0.786 -1.895
N1 -3.587 0.477 0.416
N2 -1.405 0.719 0.028
H6 -1.627 0.233 -2.066
N3 -3.373 0.143 -0.853
H7 1.401 -2.137 0.375
H8 1.180 -1.856 -1.583
H9 -0.085 -0.175 2.171
C3 -0.089 0.738 0.328
O1 -0.882 -2.485 0.863
C4 0.763 1.230 -0.895
C5 -2.097 0.365 -1.116
H10 0.508 2.277 -1.015
C6 0.411 0.428 1.511
N4 -0.479 -2.242 -0.459

- E (Eh) = -528.74673
- orbital gap (eV) = 10.135
- LUMO (eV) = 0.64
- structure (SMILES) = C=C(C)n1cnnc1.C=NO


(3)
This record from the Open Molecules 2025 dataset describes a cluster of 2 separate species, C6H10N4O2 in total. The level of theory is ωB97M-V/def2-TZVPD.

Geometry (Å):
H1 2.421 0.241 2.100
H2 0.906 1.287 -1.369
C1 -0.654 0.228 0.878
H3 -1.258 1.663 -0.536
C2 0.726 0.657 1.030
H4 -1.104 -1.526 2.159
N1 1.140 1.636 0.311
H5 2.098 1.913 0.505
C3 -1.399 -0.778 1.451
H6 -3.581 0.557 -0.405
C4 1.467 -1.103 -0.984
H7 -0.856 -0.691 -3.025
H8 1.424 -2.155 -0.789
N2 -1.522 0.881 0.041
O1 0.533 0.766 -2.129
C5 -2.710 0.255 0.142
C6 0.596 -0.551 -1.824
H9 1.089 -0.780 2.449
H10 2.289 -0.546 -0.585
N3 -2.667 -0.743 0.984
N4 1.432 0.065 2.030
O2 -0.368 -1.277 -2.433

- E (Eh) = -604.13763
- orbital gap (eV) = 8.836
- LUMO (eV) = 0.67
- structure (SMILES) = [H]/N=C(\N)c1cnc[nH]1.C=C(O)O


(4)
This record from the Open Molecules 2025 dataset describes a cluster of 2 separate species, C6H10NO4S in total at a distorted geometry. The level of theory is ωB97M-V/def2-TZVPD.

Geometry (Å):
H1 -0.312 1.555 1.942
H2 0.511 -0.966 -1.934
H3 3.756 1.274 -2.065
C1 -2.518 0.266 2.617
H4 -0.602 1.761 0.219
H5 1.235 -1.219 -3.512
H6 1.079 0.131 0.094
O1 3.095 0.767 -2.650
H7 -2.721 1.689 0.955
H8 -2.482 0.114 0.367
S1 -1.988 -1.428 2.861
O2 2.133 0.351 -0.722
C2 1.071 -0.532 -2.680
O3 0.526 -2.392 0.706
C3 -2.191 0.755 1.269
C4 -0.075 -1.268 1.064
H9 0.602 -2.963 1.470
C5 -0.611 1.039 1.048
O4 -3.263 0.802 3.401
H10 0.436 0.192 -3.182
N1 0.137 -0.077 0.667
C6 2.183 0.149 -1.936

- E (Eh) = -988.18241
- net charge = +1
- orbital gap (alpha / beta) (eV) = 7.793 / 7.818
- LUMO (alpha / beta) (eV) = -5.92 / -5.91


(5)
This record from the Open Molecules 2025 dataset describes a cluster of 2 separate species, C6H10NOS in total at a distorted geometry. The level of theory is ωB97M-V/def2-TZVPD.

Geometry (Å):
H1 0.559 0.702 -1.384
C1 2.449 -0.446 3.004
C2 -2.655 1.324 -1.061
H2 2.062 -0.888 3.952
S1 -3.993 0.200 -1.240
N1 -1.481 0.795 -1.389
H3 -3.218 -1.938 -2.146
C3 -0.292 1.367 -1.346
C4 2.246 -0.870 0.718
H4 2.313 0.620 3.118
H5 3.561 -0.613 2.902
H6 -0.222 2.515 -1.208
H7 1.643 -0.746 -0.201
H8 3.237 -1.139 0.705
C5 -2.921 -0.982 -1.819
H9 -0.682 -0.974 -1.877
C6 -1.649 -0.501 -1.737
H10 -2.643 2.320 -0.843
O1 1.686 -0.747 1.852

- E (Eh) = -762.35861
- net charge = +1
- orbital gap (alpha / beta) (eV) = 8.767 / 3.647
- LUMO (alpha / beta) (eV) = -4.41 / -5.80


(6)
This record from the Open Molecules 2025 dataset describes the ion C6H10NOS2 with charge +1 at a distorted geometry. The level of theory is ωB97M-V/def2-TZVPD.

Geometry (Å):
H1 -1.634 -3.867 0.742
S1 -0.848 0.297 1.587
H2 -0.020 3.915 2.080
C1 -0.095 1.934 0.840
H3 1.799 1.770 -0.105
H4 -0.840 2.718 0.485
H5 1.332 0.222 -2.802
C2 1.425 -0.211 -1.870
H6 -1.424 -2.489 2.013
C3 -1.603 -2.756 0.919
H7 2.579 0.036 -1.542
C4 0.471 0.259 -0.894
S2 0.771 2.915 2.040
H8 -2.608 -2.186 0.767
O1 -0.662 -2.378 -1.202
C5 -0.301 -0.715 0.344
C6 -0.785 -2.007 -0.056
H9 1.303 -1.290 -1.962
H10 0.448 2.287 -1.086
N1 0.692 1.546 -0.299

- E (Eh) = -1160.56471
- net charge = +1
- orbital gap (alpha / beta) (eV) = 7.952 / 7.153
- LUMO (alpha / beta) (eV) = -4.99 / -5.08
- structure (SMILES) = CC(=O)C1=C(C)[NH2+][C@H](S)S1


(7)
This record from the Open Molecules 2025 dataset describes an isolated molecule of C6H10O. The level of theory is ωB97M-V/def2-TZVPD.

Geometry (Å):
C1 0.095 -0.691 0.243
H1 -1.827 -1.541 0.610
C2 -1.404 -0.614 0.198
H2 2.941 0.541 1.065
C3 0.592 1.740 0.123
H3 -0.152 1.422 1.845
C4 -1.906 -0.412 -1.243
C5 0.984 0.314 0.224
H4 2.916 0.592 -0.694
H5 -1.792 0.163 0.869
H6 0.473 -1.702 0.119
H7 -1.512 -1.156 -1.954
O1 -0.063 2.145 1.185
H8 -1.596 0.566 -1.634
H9 -2.991 -0.507 -1.300
H10 2.767 -0.957 0.168
C6 2.475 0.099 0.177

- E (Eh) = -309.74126
- orbital gap (eV) = 9.151
- LUMO (eV) = 0.69


(8)
This record from the Open Molecules 2025 dataset describes an isolated molecule of C6H10O. The level of theory is ωB97M-V/def2-TZVPD.

Geometry (Å):
H1 -2.293 1.370 -0.144
O1 2.360 -0.961 0.428
C1 -0.029 -1.277 -0.131
H2 2.129 -1.066 1.358
H3 -1.387 0.707 -1.501
C2 1.247 -0.387 -0.240
H4 1.559 -0.366 -1.289
H5 -2.178 -1.129 0.051
H6 -0.196 -1.764 -1.099
H7 1.900 1.599 0.497
H8 -0.273 2.700 0.233
H9 -1.299 -0.351 1.363
C3 -1.369 0.846 -0.408
C4 1.020 1.049 0.165
C5 -1.296 -0.521 0.280
H10 0.174 -2.090 0.579
C6 -0.161 1.642 0.008

- E (Eh) = -309.83423
- orbital gap (eV) = 10.457
- LUMO (eV) = 1.03
- structure (SMILES) = O[C@@H]1C=CCCC1


(9)
This record from the Open Molecules 2025 dataset describes an isolated molecule of C6H10O at a distorted geometry. The level of theory is ωB97M-V/def2-TZVPD.

Geometry (Å):
H1 1.734 2.621 -0.235
C1 -2.523 -1.527 0.616
H2 -0.890 -0.342 1.572
H3 1.177 0.952 1.241
C2 -1.561 -0.581 0.680
H4 0.802 -1.390 -0.109
C3 1.595 0.544 0.390
C4 2.057 1.653 -0.512
H5 -1.297 -0.125 -1.531
H6 0.907 -0.308 -1.513
H7 -2.799 -1.896 -0.365
H8 -0.897 1.166 -0.240
C5 -0.961 0.056 -0.503
H9 2.382 0.021 0.955
C6 0.591 -0.292 -0.430
H10 -3.022 -1.869 1.437
O1 2.706 1.317 -1.453

- E (Eh) = -309.76076
- orbital gap (eV) = 10.240
- LUMO (eV) = 0.93
- structure (SMILES) = C=CCCCC=O


(10)
This record from the Open Molecules 2025 dataset describes a cluster of 2 separate species, C6H10O in total. The level of theory is ωB97M-V/def2-TZVPD.

Geometry (Å):
C1 0.241 -0.369 0.249
C2 -0.295 0.007 -2.071
C3 -0.076 1.101 -0.056
H1 -1.776 -0.828 0.905
C4 0.145 -1.075 -1.117
O1 -0.103 2.000 0.757
H2 2.133 1.330 2.524
C5 -0.394 1.209 -1.496
H3 1.256 -0.433 0.659
H4 -0.502 -0.198 -3.118
H5 -0.694 -0.277 2.197
H6 -0.685 2.146 -1.955
C6 -0.751 -0.887 1.291
H7 -0.573 -1.906 -1.105
H8 1.513 1.607 2.222
H9 1.105 -1.498 -1.439
H10 -0.544 -1.929 1.553

- E (Eh) = -309.81405
- orbital gap (eV) = 10.181
- LUMO (eV) = 0.68
- structure (SMILES) = C[C@H]1CC=CC1=O.[H][H]


(11)
This record from the Open Molecules 2025 dataset describes a structure of composition C6H10O. The level of theory is ωB97M-V/def2-TZVPD.

Geometry (Å):
C1 1.699 -1.046 0.630
O1 1.448 -0.553 1.715
C2 1.138 -0.612 -0.662
H1 0.465 0.958 -1.910
C3 0.576 0.643 -0.875
H2 0.103 2.643 -0.146
H3 -0.154 -1.574 -0.349
C4 0.066 1.594 0.149
H4 0.443 1.428 1.155
C5 -1.698 -0.199 0.549
H5 1.517 -1.143 -1.534
H6 2.376 -1.925 0.566
C6 -1.219 0.895 -0.153
H7 -2.699 -0.563 0.329
H8 -1.780 1.242 -1.018
H9 -1.335 -0.383 1.558
H10 -0.944 -1.405 -0.006

- E (Eh) = -309.70894
- orbital gap (eV) = 9.641
- LUMO (eV) = 0.62


(12)
This record from the Open Molecules 2025 dataset describes an isolated molecule of C6H10O. The level of theory is ωB97M-V/def2-TZVPD.

Geometry (Å):
H1 -1.274 -0.305 -2.602
H2 1.364 -0.038 -1.586
H3 -0.131 2.556 -2.317
H4 -0.537 -2.019 2.377
C1 0.723 0.391 0.161
C2 0.571 -0.982 0.815
H5 -1.502 -0.840 1.483
H6 0.348 -1.712 0.024
C3 -0.773 0.402 -1.963
C4 -0.332 1.609 -1.848
H7 -1.378 1.156 0.061
C5 -0.506 -1.035 1.896
H8 -0.318 -0.291 2.680
O1 1.775 0.363 -0.790
H9 0.950 1.134 0.941
C6 -0.526 0.878 -0.565
H10 1.545 -1.266 1.233

- E (Eh) = -309.75497
- orbital gap (eV) = 10.876
- LUMO (eV) = 1.15
- structure (SMILES) = CC[C@@H](O)C1C=C1


(13)
This record from the Open Molecules 2025 dataset describes a structure of composition C6H10O. The level of theory is ωB97M-V/def2-TZVPD.

Geometry (Å):
H1 1.895 1.391 -0.552
O1 0.161 -0.983 -0.305
H2 2.213 0.239 -1.885
H3 -0.215 -0.004 -2.197
H4 -1.270 -1.421 2.069
C1 0.111 0.223 -1.175
H5 -1.879 0.937 -0.698
H6 -2.456 -0.836 0.858
H7 -0.591 2.095 -0.238
H8 2.127 -1.662 -0.322
H9 -2.043 0.142 2.297
C2 1.582 -0.765 -0.032
C3 -1.636 -0.536 1.533
C4 -0.511 0.231 0.937
C5 1.620 0.430 -0.989
H10 1.740 -0.514 1.020
C6 -0.847 1.032 -0.322

- E (Eh) = -309.67533
- orbital gap (eV) = 8.311
- LUMO (eV) = 1.08


How do the records compare in ΔE to the lowest compared entry with this formula, charge and spin? In the order shown, they have 2.602, 3.694, 0.000, 2.633, 5.037, 3.998, 2.751, 0.221, 2.221, 0.771, 3.631, 2.378, 4.545 eV.